# 1
The following is a DFT calculation (ωB97M-V with the def2-TZVPD basis set) of 5 unconnected molecules or ions with the total composition CH9O6.

Calculated values
HOMO: -5.6144 eV
gap between HOMO and LUMO: 9.20 eV
energy above the lowest of the compared OMol25 structures with the same formula, charge and spin: 8.5 kcal/mol
charge: -1

Geometry (Å):
O  -2.14  -0.08  0.00
C  -2.63  -1.22  0.22
O  -2.11  -2.32  0.04
H  -3.70  -1.15  0.58
H  4.14  0.19  0.02
H  5.04  -0.76  0.90
O  5.05  -0.19  0.14
H  -3.19  1.20  -0.83
H  -3.23  2.70  -1.04
O  -3.79  1.94  -1.08
H  -0.10  -1.20  0.83
H  -0.39  0.13  0.37
O  0.35  -0.33  0.84
H  2.39  0.37  -1.11
H  1.80  0.11  0.31
O  2.49  0.63  -0.21

***

# 2
The following is a DFT calculation (ωB97M-V with the def2-TZVPD basis set) of a molecular structure, CHAuO5.

Calculated values
HOMO (spin up / spin down): -21.2567 / -22.1292 eV
gap between HOMO and LUMO (spin up / spin down): 9.83 / 5.94 eV
2S+1: 3
charge: +2

Geometry (Å):
O  0.11  1.58  1.07
O  -0.23  0.44  -0.90
O  0.75  0.98  -0.03
C  -0.31  -0.78  -0.04
O  -1.27  -1.02  0.62
O  0.71  -1.54  -0.35
Au  -0.22  2.81  -0.05
H  0.45  -2.48  -0.32

***

# 3
The following is a DFT calculation (ωB97M-V with the def2-TZVPD basis set) of a molecular structure, CHBr2Cl2P.

Calculated values
HOMO: -10.1883 eV
gap between HOMO and LUMO: 9.74 eV
energy above the lowest of the compared OMol25 structures with the same formula, charge and spin: 5.5 kcal/mol
charge: 0

Geometry (Å):
C  -0.35  -0.23  0.53
P  0.71  -0.33  -1.07
Cl  2.08  1.08  -0.52
Cl  -0.65  0.76  -2.11
Br  0.65  -0.29  2.39
Br  -1.55  -1.68  0.42
H  -0.89  0.70  0.36

***

# 4
The following is a DFT calculation (ωB97M-V with the def2-TZVPD basis set) of 2 unconnected molecules or ions with the total composition CHBr2F.

Calculated values
HOMO (spin up / spin down): -11.3474 / -8.2822 eV
gap between HOMO and LUMO (spin up / spin down): 11.52 / 4.58 eV
energy above the lowest of the compared OMol25 structures with the same formula, charge and spin: 28.3 kcal/mol
charge: 0

Geometry (Å):
C  0.82  -1.22  0.19
F  1.25  -0.32  -0.68
Br  -0.71  -2.16  -0.18
Br  -2.03  -4.52  2.76
H  1.43  -1.58  0.99

***

# 5
The following is a DFT calculation (ωB97M-V with the def2-TZVPD basis set) of a molecular structure, CHBr2F2OP.

Calculated values
HOMO: -10.7708 eV
gap between HOMO and LUMO: 7.21 eV
energy above the lowest of the compared OMol25 structures with the same formula, charge and spin: 172.6 kcal/mol
charge: 0

Geometry (Å):
C  0.39  0.24  -0.80
O  1.59  -0.31  2.82
F  -1.58  -1.16  0.20
F  -1.41  1.02  0.99
P  -0.45  -0.22  0.79
Br  -0.86  0.98  -2.05
Br  1.09  -1.47  -1.33
H  1.22  0.93  -0.62

***

# 6
The following is a DFT calculation (ωB97M-V with the def2-TZVPD basis set) of a molecular structure, CHBr2FS.

Calculated values
HOMO (spin up / spin down): -9.2225 / -9.2253 eV
gap between HOMO and LUMO (spin up / spin down): 7.33 / 7.33 eV
energy above the lowest of the compared OMol25 structures with the same formula, charge and spin: 34.9 kcal/mol
charge: 0

Geometry (Å):
C  -1.59  -1.20  -0.22
F  -1.09  -1.99  0.72
S  -0.68  0.00  -0.99
Br  -3.13  0.47  1.21
Br  -2.66  -2.10  -1.37
H  -0.17  0.22  0.30

***

# 7
The following is a DFT calculation (ωB97M-V with the def2-TZVPD basis set) of a molecular structure, CHBr4OP.

Calculated values
HOMO (spin up / spin down): -9.2172 / -8.6271 eV
gap between HOMO and LUMO (spin up / spin down): 8.01 / 6.07 eV
energy above the lowest of the compared OMol25 structures with the same formula, charge and spin: 30.0 kcal/mol
charge: 0

Geometry (Å):
C  1.47  -0.73  -0.39
O  -1.27  2.18  1.20
P  -1.01  0.93  0.52
Br  1.81  -1.76  1.12
Br  0.79  -1.44  -1.87
Br  -2.17  -0.55  1.62
Br  -1.60  1.07  -1.58
H  1.98  0.30  -0.62

***

# 8
The following is a DFT calculation (ωB97M-V with the def2-TZVPD basis set) of CHBrClNO2 in the gas phase.

Calculated values
HOMO (spin up / spin down): -10.3390 / -10.3398 eV
gap between HOMO and LUMO (spin up / spin down): 6.19 / 6.19 eV
energy above the lowest of the compared OMol25 structures with the same formula, charge and spin: 72.4 kcal/mol
charge: 0

Geometry (Å):
C  0.61  -0.33  -0.31
N  0.88  0.36  -1.50
O  1.60  -0.09  -2.38
O  0.36  1.49  -1.50
Cl  1.27  -4.51  -0.71
Br  1.44  -1.99  -0.03
H  -0.42  -0.25  0.13

***

# 9
The following is a DFT calculation (ωB97M-V with the def2-TZVPD basis set) of CHBrF2OS in the gas phase.

Calculated values
HOMO: -10.1586 eV
gap between HOMO and LUMO: 9.59 eV
energy above the lowest of the compared OMol25 structures with the same formula, charge and spin: 27.7 kcal/mol
charge: 0

Geometry (Å):
C  -0.68  -0.11  -0.39
O  0.71  1.31  1.30
F  -1.52  0.71  0.21
F  -0.84  -0.21  -1.68
S  1.07  0.64  0.09
Br  2.20  -1.22  0.56
H  -0.93  -1.11  -0.08

***

# 10
The following is a DFT calculation (ωB97M-V with the def2-TZVPD basis set) of a molecular structure, CHBrI2O2S.

Calculated values
HOMO (spin up / spin down): -8.3885 / -9.8186 eV
gap between HOMO and LUMO (spin up / spin down): 7.71 / 6.15 eV
2S+1: 3
charge: 0

Geometry (Å):
C  1.28  -0.43  1.05
O  -0.61  1.29  -0.35
O  -1.23  0.62  -2.67
S  -0.67  0.27  -1.37
Br  -2.51  -1.49  -0.10
I  2.02  1.58  0.65
I  -0.47  -0.84  1.83
H  2.19  -1.00  0.96

***

# 11
The following is a DFT calculation (ωB97M-V with the def2-TZVPD basis set) of 2 unconnected molecules or ions with the total composition CHBrINO2.

Calculated values
HOMO (spin up / spin down): -9.5022 / -9.4728 eV
gap between HOMO and LUMO (spin up / spin down): 4.81 / 4.79 eV
energy above the lowest of the compared OMol25 structures with the same formula, charge and spin: 79.3 kcal/mol
charge: 0

Geometry (Å):
C  -0.32  0.70  0.19
N  -0.20  -0.13  -0.88
O  0.79  0.04  -1.58
O  -1.07  -0.95  -1.08
Br  2.14  -1.08  1.42
I  -1.92  0.34  1.45
H  0.60  1.09  0.49

***

# 12
The following is a DFT calculation (ωB97M-V with the def2-TZVPD basis set) of a molecular structure, CHBrN2O3.

Calculated values
HOMO: -10.3727 eV
gap between HOMO and LUMO: 9.01 eV
energy above the lowest of the compared OMol25 structures with the same formula, charge and spin: 3.0 kcal/mol
charge: 0

Geometry (Å):
C  -0.04  -0.36  0.41
N  1.23  -0.87  0.16
N  -0.11  0.87  1.28
O  -0.54  1.90  0.82
O  2.14  -0.44  0.81
O  0.10  0.69  2.44
Br  -0.72  -1.93  1.28
H  -0.62  -0.26  -0.48

***

- Which of these has the highest charge?
  CHAuO5